Entry 1:
DFT (wB97M-V/def2-TZVPD) results for 5 unconnected molecules or ions with the total composition C36H63Br8I2N4O in a non-equilibrium geometry.

Positions of all 114 atoms, in Å:
C: -1.88 -3.47 -1.76
C: -0.72 -4.36 -1.22
C: 0.65 -3.68 -1.40
C: 1.72 -4.09 -0.36
C: 3.08 -3.50 -0.81
C: 3.42 -2.14 -0.11
N: 2.65 -1.01 -0.63
C: 2.95 -0.31 -1.74
C: 4.06 -0.28 -2.77
I: 5.30 -2.02 -3.02
C: 5.03 0.95 -2.50
C: 5.15 1.29 -1.00
I: 4.16 2.62 -3.60
N: 2.01 0.61 -1.95
C: 1.10 0.56 -0.94
N: 0.03 1.34 -0.79
C: -0.89 1.24 0.36
C: -1.85 2.42 0.58
C: -2.89 1.94 1.67
C: -4.27 2.60 1.39
C: -5.35 1.77 2.13
O: -6.67 2.22 1.90
C: -6.93 3.52 2.45
C: -7.05 4.53 1.29
C: -0.14 2.33 -1.88
C: 0.86 3.49 -1.74
C: 0.68 4.54 -2.88
C: 0.76 4.26 -0.40
N: 1.50 -0.46 -0.13
C: 0.95 -1.03 1.07
C: -0.20 -1.80 1.11
C: -0.68 -2.29 2.31
C: -0.06 -2.02 3.51
C: 1.10 -1.24 3.47
C: 1.58 -0.77 2.28
H: -2.65 -4.05 -2.27
H: -1.54 -2.64 -2.39
H: -2.37 -3.01 -0.88
H: -0.87 -4.53 -0.14
H: -0.74 -5.32 -1.75
H: 1.01 -3.85 -2.43
H: 0.50 -2.58 -1.34
H: 1.82 -5.18 -0.45
H: 1.45 -3.87 0.68
H: 2.99 -3.30 -1.88
H: 3.92 -4.18 -0.61
H: 4.48 -1.89 -0.24
H: 3.30 -2.31 0.97
H: 3.60 -0.08 -3.74
H: 5.97 0.72 -2.99
H: 6.14 1.75 -0.85
H: 5.05 0.43 -0.33
H: 4.43 2.08 -0.75
H: -0.26 1.19 1.27
H: -1.42 0.28 0.32
H: -2.44 2.69 -0.29
H: -1.36 3.29 1.03
H: -3.04 0.86 1.61
H: -2.51 2.27 2.65
H: -4.47 2.50 0.31
H: -4.30 3.65 1.68
H: -5.30 0.75 1.71
H: -5.13 1.73 3.21
H: -6.07 3.78 3.09
H: -7.82 3.54 3.09
H: -6.05 4.90 1.00
H: -7.63 5.41 1.59
H: -7.48 4.07 0.39
H: -1.18 2.66 -1.97
H: 0.09 1.86 -2.85
H: 1.89 3.15 -1.83
H: 1.67 5.00 -3.01
H: -0.01 5.33 -2.57
H: 0.43 4.08 -3.85
H: -0.25 4.68 -0.31
H: 1.53 5.04 -0.39
H: 0.86 3.55 0.44
H: -0.73 -2.01 0.19
H: -1.58 -2.91 2.31
H: -0.48 -2.40 4.43
H: 1.60 -1.01 4.41
H: 2.47 -0.14 2.32
Br: 3.28 8.29 0.16
C: 3.87 6.91 1.39
C: 5.12 6.23 0.91
Br: 4.74 4.98 -0.54
H: 3.04 6.22 1.52
H: 4.06 7.43 2.33
H: 5.56 5.63 1.70
H: 5.87 6.93 0.53
Br: 1.01 -4.15 4.77
C: 1.49 -5.66 5.91
C: 0.50 -5.84 7.03
Br: 0.76 -4.51 8.43
H: 2.51 -5.48 6.26
H: 1.49 -6.53 5.26
H: 0.65 -6.80 7.52
H: -0.53 -5.75 6.71
Br: -7.05 -3.20 -0.95
C: -6.77 -1.38 -0.34
C: -5.40 -0.87 -0.72
Br: -4.02 -1.63 0.43
H: -6.94 -1.37 0.73
H: -7.54 -0.79 -0.83
H: -5.34 0.20 -0.58
H: -5.13 -1.12 -1.75
Br: 1.87 -6.07 -5.49
C: 1.96 -4.44 -6.56
C: 2.70 -3.35 -5.82
Br: 1.59 -2.56 -4.43
H: 0.94 -4.17 -6.81
H: 2.50 -4.71 -7.46
H: 2.94 -2.53 -6.50
H: 3.61 -3.70 -5.34

lowest unoccupied orbital energy = -2.20 eV
total charge = +1

=====

Entry 2:
DFT (wB97M-V/def2-TZVPD) results for a molecular structure, C36H65IrN4OS3SeSi3.

Positions of all 114 atoms, in Å:
Ir: 1.47 -0.35 0.17
C: 4.90 -1.51 -0.70
O: 3.96 -0.50 -0.37
Si: 4.21 1.04 0.25
C: 5.03 0.84 1.92
C: 5.55 1.79 -0.81
C: 2.50 1.70 0.19
Si: 2.21 2.59 -1.42
C: 0.53 3.38 -1.62
C: 2.44 1.40 -2.87
C: 3.40 4.02 -1.73
Si: 1.95 2.64 1.70
C: 3.03 4.15 2.05
C: 1.93 1.58 3.27
C: 0.18 3.25 1.64
H: 5.92 -1.19 -0.48
H: 4.83 -1.75 -1.76
H: 4.68 -2.41 -0.13
H: 5.99 0.33 1.76
H: 4.44 0.24 2.61
H: 5.25 1.80 2.39
H: 6.48 1.23 -0.64
H: 5.75 2.83 -0.56
H: 5.32 1.74 -1.88
H: -0.31 2.79 -1.27
H: 0.39 3.58 -2.69
H: 0.50 4.35 -1.12
H: 1.74 0.57 -2.84
H: 3.45 0.97 -2.88
H: 2.29 1.93 -3.82
H: 3.67 4.54 -0.81
H: 2.89 4.75 -2.37
H: 4.32 3.73 -2.24
H: 4.09 3.95 1.87
H: 2.91 4.49 3.08
H: 2.74 4.98 1.39
H: 2.71 0.82 3.32
H: 0.96 1.07 3.31
H: 2.00 2.22 4.15
H: 0.04 4.14 1.03
H: -0.12 3.50 2.66
H: -0.50 2.48 1.27
S: -0.70 -0.79 0.64
C: -0.90 -2.51 0.35
C: -1.88 -3.26 0.98
C: -2.03 -4.60 0.66
C: -1.20 -5.19 -0.29
C: -0.21 -4.44 -0.91
C: -0.05 -3.10 -0.58
S: 1.22 -2.09 -1.28
H: -2.52 -2.79 1.72
H: -2.79 -5.20 1.16
H: -1.32 -6.24 -0.54
H: 0.45 -4.89 -1.64
C: 4.60 -1.88 5.31
C: 3.81 -2.59 4.22
N: 2.41 -2.18 4.26
C: 1.65 -1.74 3.25
S: 2.31 -1.84 1.66
N: 0.42 -1.32 3.51
C: -0.20 -1.24 4.83
C: 0.19 0.00 5.63
H: 5.65 -2.14 5.24
H: 4.25 -2.16 6.30
H: 4.51 -0.80 5.20
H: 3.88 -3.67 4.33
H: 4.20 -2.33 3.23
H: 1.98 -2.21 5.17
H: -0.11 -0.99 2.70
H: 0.03 -2.15 5.38
H: -1.27 -1.25 4.66
H: 1.28 0.08 5.75
H: -0.27 -0.03 6.61
H: -0.14 0.91 5.12
C: -2.77 3.22 -4.41
C: -3.06 1.76 -4.73
C: -1.81 0.88 -4.69
C: -1.35 0.55 -3.27
N: -2.32 -0.26 -2.55
C: -3.14 0.16 -1.55
Se: -3.20 1.84 -0.83
N: -3.87 -0.92 -1.17
C: -4.85 -0.96 -0.09
C: -6.28 -1.03 -0.63
C: -6.78 0.27 -1.24
C: -7.06 1.36 -0.21
C: -3.50 -2.03 -1.92
C: -3.93 -3.35 -1.89
C: -3.32 -4.23 -2.78
C: -2.32 -3.81 -3.65
C: -1.90 -2.49 -3.67
C: -2.51 -1.61 -2.80
H: -3.69 3.81 -4.41
H: -2.09 3.65 -5.16
H: -2.31 3.33 -3.43
H: -3.52 1.68 -5.72
H: -3.80 1.38 -4.02
H: -0.98 1.41 -5.18
H: -1.97 -0.04 -5.25
H: -1.19 1.45 -2.69
H: -0.42 -0.01 -3.29
H: -4.69 -0.08 0.51
H: -4.63 -1.84 0.52
H: -6.94 -1.32 0.20
H: -6.34 -1.84 -1.37
H: -7.69 0.07 -1.82
H: -6.04 0.64 -1.96
H: -7.79 1.01 0.53
H: -7.46 2.26 -0.69
H: -6.15 1.65 0.31
H: -4.69 -3.69 -1.20
H: -3.62 -5.27 -2.78
H: -1.86 -4.53 -4.32
H: -1.11 -2.16 -4.34

lowest unoccupied orbital energy = -0.55 eV
energy relative to the best compared isomer or geometry (same formula, charge and spin) = 0.014 eV
total charge = 0